(a)
C33H47N8O6RbSi3 | ωB97M-V/def2-TZVPD

As for the HOMO-LUMO gap: 0.1962 hartree. As for the charge: -2.

Atoms and positions in Å:
1 Rb 0.63 0.04 -0.03
2 O 0.49 4.48 4.34
3 C 0.29 3.62 3.48
4 N 0.96 3.35 2.34
5 C 1.58 4.31 1.63
6 O 1.50 5.53 1.73
7 C 2.37 3.75 0.44
8 C 2.79 4.63 -0.55
9 C 3.45 4.12 -1.66
10 C 3.69 2.76 -1.73
11 C 3.26 1.96 -0.68
12 N 2.60 2.44 0.37
13 C -0.86 2.64 3.71
14 C -1.89 3.01 4.57
15 C -2.97 2.15 4.72
16 C -2.97 0.95 4.04
17 C -1.88 0.65 3.23
18 N -0.86 1.48 3.06
19 H 2.57 5.68 -0.42
20 H 3.76 4.78 -2.46
21 H 4.18 2.31 -2.58
22 H 3.42 0.88 -0.70
23 H -1.82 3.96 5.08
24 H -3.80 2.42 5.37
25 H -3.79 0.25 4.12
26 H -1.83 -0.29 2.68
27 C -2.41 2.95 0.67
28 O -1.98 1.80 -0.01
29 Si -2.88 0.85 -1.06
30 C -3.59 -0.52 0.04
31 C -4.42 1.88 -1.51
32 C -1.85 0.30 -2.41
33 Si -1.96 -1.39 -3.02
34 C -3.70 -1.89 -3.63
35 C -1.49 -2.75 -1.79
36 C -0.83 -1.75 -4.50
37 Si -1.21 1.62 -3.47
38 C -1.14 3.31 -2.62
39 C 0.55 1.41 -4.13
40 C -2.26 1.92 -5.04
41 H -2.92 3.64 -0.01
42 H -1.54 3.45 1.09
43 H -3.09 2.71 1.49
44 H -4.18 -0.05 0.84
45 H -2.80 -1.11 0.51
46 H -4.25 -1.21 -0.50
47 H -4.97 2.24 -0.63
48 H -5.09 1.24 -2.09
49 H -4.17 2.74 -2.14
50 H -4.44 -1.78 -2.83
51 H -3.73 -2.93 -3.98
52 H -4.00 -1.24 -4.45
53 H -2.17 -2.81 -0.94
54 H -0.48 -2.63 -1.40
55 H -1.52 -3.72 -2.30
56 H -1.04 -1.10 -5.35
57 H -0.99 -2.78 -4.82
58 H 0.22 -1.63 -4.22
59 H -0.48 3.30 -1.76
60 H -2.12 3.66 -2.28
61 H -0.76 4.05 -3.34
62 H 1.27 1.28 -3.33
63 H 0.82 2.32 -4.69
64 H 0.67 0.56 -4.81
65 H -3.29 2.18 -4.75
66 H -2.31 1.01 -5.64
67 H -1.86 2.72 -5.66
68 O 2.20 -0.88 -2.26
69 N 2.56 -2.05 -2.05
70 N 2.97 -2.28 -0.84
71 O 3.05 -1.38 0.10
72 C 3.34 -3.61 -0.53
73 C 3.78 -3.87 0.77
74 C 4.14 -5.16 1.13
75 C 4.08 -6.20 0.21
76 C 3.64 -5.93 -1.08
77 C 3.27 -4.65 -1.46
78 H 3.81 -3.04 1.46
79 H 4.48 -5.36 2.14
80 H 4.36 -7.21 0.49
81 H 3.58 -6.73 -1.81
82 H 2.92 -4.44 -2.46
83 C 0.55 -4.32 4.05
84 N 0.97 -2.94 3.96
85 C 1.79 -2.37 4.88
86 C 2.22 -1.10 4.77
87 C 1.76 -0.37 3.61
88 N 0.97 -0.92 2.71
89 C 0.55 -2.20 2.82
90 O -0.18 -2.76 2.01
91 N 2.14 0.90 3.44
92 H 0.93 -4.75 4.97
93 H 0.92 -4.88 3.19
94 H -0.54 -4.38 4.03
95 H 2.08 -3.01 5.71
96 H 2.87 -0.66 5.50
97 H 2.65 1.37 4.16
98 H 1.70 1.50 2.73

=====

(b)
C33H47N8O6RbSi3 | ωB97M-V/def2-TZVPD

As for the HOMO-LUMO gap: 0.1890 hartree. As for the charge: -2.

Atoms and positions in Å:
1 Rb 1.55 0.75 -1.12
2 O 2.16 -2.51 -5.41
3 C 1.77 -2.02 -4.34
4 N 1.04 -0.91 -4.12
5 C 0.23 -0.46 -5.09
6 O -0.27 -1.05 -6.05
7 C -0.14 1.01 -4.95
8 C -0.37 1.73 -6.12
9 C -0.66 3.08 -6.04
10 C -0.74 3.67 -4.79
11 C -0.53 2.87 -3.68
12 N -0.23 1.57 -3.74
13 C 2.21 -2.73 -3.07
14 C 2.45 -4.11 -3.14
15 C 2.80 -4.78 -1.98
16 C 2.92 -4.07 -0.80
17 C 2.70 -2.70 -0.84
18 N 2.35 -2.05 -1.94
19 H -0.31 1.20 -7.06
20 H -0.83 3.66 -6.94
21 H -0.97 4.72 -4.66
22 H -0.59 3.28 -2.68
23 H 2.35 -4.60 -4.09
24 H 2.96 -5.86 -2.00
25 H 3.18 -4.55 0.13
26 H 2.82 -2.10 0.06
27 C -2.79 1.69 -1.30
28 O -2.23 0.84 -0.33
29 Si -2.89 -0.74 -0.16
30 C -3.29 -1.25 -1.93
31 C -4.60 -0.39 0.63
32 C -1.85 -1.86 0.75
33 Si -1.64 -3.52 0.07
34 C -0.95 -3.62 -1.69
35 C -0.49 -4.64 1.10
36 C -3.25 -4.55 0.03
37 Si -1.43 -1.54 2.47
38 C -1.67 0.27 3.00
39 C -2.46 -2.53 3.74
40 C 0.37 -1.87 2.92
41 H -3.87 1.81 -1.17
42 H -2.59 1.32 -2.31
43 H -2.32 2.68 -1.21
44 H -4.08 -0.62 -2.36
45 H -3.65 -2.29 -1.97
46 H -2.41 -1.19 -2.57
47 H -5.20 0.32 0.05
48 H -4.49 0.00 1.64
49 H -5.16 -1.33 0.70
50 H -0.41 -2.71 -1.96
51 H -1.73 -3.77 -2.44
52 H -0.24 -4.45 -1.77
53 H 0.54 -4.30 1.06
54 H -0.53 -5.65 0.67
55 H -0.79 -4.71 2.14
56 H -4.03 -4.06 -0.55
57 H -3.64 -4.68 1.05
58 H -3.08 -5.54 -0.40
59 H -2.63 0.69 2.66
60 H -0.86 0.87 2.57
61 H -1.63 0.35 4.09
62 H -3.52 -2.27 3.64
63 H -2.14 -2.33 4.76
64 H -2.38 -3.61 3.56
65 H 1.00 -1.28 2.25
66 H 0.64 -2.92 2.82
67 H 0.60 -1.56 3.95
68 O 4.01 0.56 0.36
69 N 4.08 0.61 1.61
70 N 2.96 0.91 2.20
71 O 1.85 1.16 1.57
72 C 2.99 0.96 3.62
73 C 4.16 0.77 4.35
74 C 4.12 0.82 5.73
75 C 2.93 1.07 6.40
76 C 1.77 1.26 5.67
77 C 1.80 1.21 4.28
78 H 5.09 0.57 3.83
79 H 5.04 0.66 6.29
80 H 2.91 1.10 7.49
81 H 0.83 1.44 6.17
82 H 0.91 1.35 3.68
83 C 2.73 6.23 -0.84
84 N 1.63 5.45 -0.31
85 C 0.96 5.82 0.80
86 C 0.01 5.04 1.35
87 C -0.27 3.80 0.68
88 N 0.38 3.43 -0.40
89 C 1.40 4.18 -0.89
90 O 2.15 3.81 -1.79
91 N -1.22 2.99 1.15
92 H 2.71 7.22 -0.39
93 H 2.65 6.30 -1.92
94 H 3.68 5.74 -0.62
95 H 1.24 6.78 1.23
96 H -0.52 5.34 2.24
97 H -1.65 3.18 2.03
98 H -1.43 2.09 0.69

=====

Which of them is the most stable, and which is the least stable? (a) and (b), in that order.